1.
# C30H49Cl2FN2O3

2 unconnected molecules or ions with the total composition C30H49Cl2FN2O3 (wB97M-V/def2-TZVPD, OMol25).

Computed properties:
highest occupied orbital energy = -9.0 eV
spin multiplicity = 1
energy relative to the best compared isomer or geometry (same formula, charge and spin) = 134.55 kcal/mol
HOMO-LUMO gap = 8.21 eV
structure (SMILES) = CCCCCCCCCCCc1c(CCCF)c(OC[C@@H](C)C(C)C)cc2c1C(=O)N(N)C2=O.ClCCCl

Each line ends with the Löwdin charge.
Geometry (Å):
C  7.194  -2.664  2.653  -0.129
C  6.429  -2.503  1.221  -0.279
C  6.726  -1.107  0.498  -0.225
C  5.767  -0.905  -0.808  -0.210
C  5.962  -2.215  -1.721  -0.229
C  5.321  -2.032  -3.186  -0.226
C  3.738  -1.785  -3.169  -0.220
C  2.913  -2.921  -2.339  -0.193
C  1.425  -2.929  -2.962  -0.213
C  0.250  -3.150  -1.883  -0.188
C  -1.026  -2.313  -2.381  -0.158
C  -2.051  -1.897  -1.232  -0.033
C  -1.703  -1.128  0.073  -0.030
C  -0.204  -0.703  0.408  -0.159
C  0.518  0.174  -0.728  -0.136
C  1.965  0.585  -0.127  -0.150
F  1.699  1.550  0.925  -0.115
C  -2.838  -0.744  1.096  -0.119
O  -2.552  0.006  2.293  -0.117
C  -3.038  1.373  2.172  -0.155
C  -2.054  2.350  1.344  -0.258
C  -2.448  2.406  -0.228  -0.093
C  -1.953  3.844  2.005  -0.328
C  -2.334  4.998  0.921  -0.121
C  -0.395  4.142  2.385  -0.092
C  -4.344  -1.120  0.845  0.087
C  -4.687  -1.890  -0.447  -0.019
C  -3.549  -2.260  -1.443  0.021
C  -4.293  -3.001  -2.637  -0.294
O  -3.969  -3.237  -3.818  0.076
N  -5.611  -3.369  -2.095  -0.137
N  -5.778  -4.716  -1.710  0.075
C  -6.063  -2.400  -1.062  -0.295
O  -7.251  -2.096  -0.841  0.082
H  6.671  -2.059  3.464  0.071
H  8.275  -2.333  2.453  0.076
H  7.171  -3.798  2.870  0.074
H  5.287  -2.576  1.346  0.109
H  6.749  -3.426  0.611  0.101
H  7.800  -1.086  0.073  0.112
H  6.595  -0.204  1.206  0.116
H  4.673  -0.716  -0.518  0.082
H  6.104  0.037  -1.387  0.118
H  5.507  -3.166  -1.278  0.098
H  7.104  -2.329  -1.868  0.122
H  5.643  -2.869  -3.916  0.116
H  5.795  -1.067  -3.619  0.109
H  3.378  -1.913  -4.263  0.114
H  3.474  -0.721  -2.851  0.099
H  3.422  -3.918  -2.626  0.118
H  2.947  -2.759  -1.211  0.101
H  1.306  -3.668  -3.843  0.128
H  1.267  -1.871  -3.409  0.091
H  0.555  -2.968  -0.801  0.089
H  -0.034  -4.270  -1.948  0.122
H  -1.605  -3.003  -3.107  0.117
H  -0.779  -1.369  -2.976  0.116
H  -0.264  -0.026  1.343  0.110
H  0.452  -1.596  0.744  0.119
H  -0.158  1.095  -0.901  0.109
H  0.702  -0.381  -1.707  0.090
H  2.373  -0.355  0.407  0.117
H  2.690  0.968  -0.924  0.118
H  -3.193  1.859  3.209  0.129
H  -4.071  1.439  1.659  0.128
H  -0.964  1.960  1.361  0.108
H  -2.543  1.351  -0.693  0.074
H  -3.480  2.896  -0.406  0.088
H  -1.616  2.925  -0.825  0.080
H  -2.550  3.943  2.971  0.097
H  -2.272  6.025  1.419  0.066
H  -1.572  5.006  0.055  0.088
H  -3.407  4.879  0.522  0.076
H  -0.048  3.556  3.302  0.086
H  -0.162  5.257  2.460  0.077
H  0.210  3.744  1.482  0.075
H  -5.186  -0.848  1.559  0.119
H  -6.804  -4.802  -1.554  0.106
H  -5.316  -4.796  -0.783  0.095
Cl  -5.670  4.160  3.318  0.545
C  -5.941  5.909  3.523  -0.653
C  -4.641  6.685  3.579  -0.659
Cl  -3.718  6.347  5.065  0.541
H  -6.536  6.056  4.426  0.070
H  -6.533  6.239  2.668  0.073
H  -4.850  7.757  3.574  0.075
H  -4.002  6.459  2.725  0.036

---

2.
# C30H49N3O4W

A molecular structure, C30H49N3O4W (wB97M-V/def2-TZVPD, OMol25).

Computed properties:
highest occupied orbital energy (alpha / beta) = -13.5 / -13.6 eV
total charge = +2
spin multiplicity = 1
HOMO-LUMO gap (alpha / beta) = 5.51 / 5.53 eV

Each line ends with the Löwdin charge.
Geometry (Å):
W  0.604  -0.210  0.283  1.744
O  -0.167  2.454  3.465  0.215
C  0.265  1.855  2.365  -0.399
O  0.222  0.570  2.238  -0.120
C  0.797  2.603  1.282  -0.165
C  1.072  3.985  1.189  0.062
C  1.696  4.472  0.061  0.039
C  2.130  3.576  -0.937  0.089
C  1.837  2.239  -0.795  -0.153
N  1.116  1.751  0.245  0.018
C  2.380  1.103  -1.633  -0.557
O  3.145  1.228  -2.550  0.170
O  1.965  -0.050  -1.139  -0.204
H  -0.488  1.824  4.129  0.173
H  0.794  4.626  2.010  0.146
H  1.896  5.528  -0.045  0.137
H  2.700  3.901  -1.794  0.151
C  -0.867  -1.498  -0.844  -0.110
C  -0.939  -0.206  -1.504  -0.172
C  -1.516  0.722  -0.558  -0.132
C  -1.700  -0.022  0.652  -0.138
C  -1.403  -1.413  0.498  -0.255
C  -2.271  -2.427  1.265  -0.517
C  -1.807  -3.888  1.275  -0.044
C  -3.631  -2.386  0.539  -0.014
C  -2.444  -1.956  2.718  -0.029
C  -2.387  1.984  -0.691  -0.485
C  -2.123  2.913  -1.873  -0.028
C  -3.822  1.414  -0.800  -0.002
C  -2.332  2.893  0.551  -0.021
C  -0.712  -0.088  -3.018  -0.485
C  -2.082  -0.242  -3.705  -0.013
C  -0.025  1.234  -3.432  -0.015
C  0.171  -1.238  -3.531  -0.036
H  -0.824  -2.415  -1.414  0.127
H  -2.268  0.366  1.488  0.127
H  -1.435  -4.210  0.306  0.083
H  -2.665  -4.515  1.510  0.099
H  -1.070  -4.078  2.050  0.076
H  -3.536  -2.759  -0.478  0.098
H  -4.024  -1.375  0.491  0.076
H  -4.350  -3.007  1.066  0.102
H  -1.509  -1.566  3.121  0.079
H  -2.762  -2.787  3.339  0.097
H  -3.202  -1.181  2.795  0.086
H  -2.222  2.417  -2.828  0.065
H  -1.141  3.371  -1.795  0.080
H  -2.859  3.714  -1.847  0.104
H  -3.903  0.650  -1.568  0.091
H  -4.504  2.220  -1.051  0.103
H  -4.144  0.991  0.149  0.088
H  -1.422  3.486  0.548  0.068
H  -2.407  2.371  1.501  0.080
H  -3.171  3.581  0.500  0.109
H  -1.931  -0.361  -4.773  0.103
H  -2.720  0.621  -3.549  0.068
H  -2.601  -1.122  -3.337  0.096
H  0.123  1.898  -2.586  0.049
H  -0.614  1.762  -4.176  0.100
H  0.950  1.051  -3.880  0.088
H  -0.303  -2.207  -3.412  0.088
H  1.143  -1.232  -3.044  0.063
H  0.337  -1.096  -4.595  0.106
C  3.881  0.982  1.201  -0.046
N  2.880  0.117  1.859  -0.249
C  2.771  0.597  3.251  -0.062
C  3.428  -1.249  1.948  -0.174
C  3.298  -1.987  0.634  -0.181
N  1.887  -2.291  0.295  -0.296
C  1.984  -3.017  -0.993  -0.063
C  1.369  -3.263  1.285  -0.070
H  4.841  0.920  1.724  0.118
H  3.562  2.022  1.233  0.092
H  4.048  0.695  0.164  0.089
H  3.727  0.471  3.768  0.118
H  2.010  0.033  3.789  0.101
H  2.520  1.656  3.274  0.090
H  2.901  -1.786  2.741  0.124
H  4.488  -1.215  2.229  0.144
H  3.872  -2.921  0.707  0.144
H  3.734  -1.393  -0.176  0.122
H  2.668  -3.865  -0.894  0.115
H  2.374  -2.361  -1.770  0.087
H  1.019  -3.405  -1.305  0.082
H  2.152  -3.956  1.608  0.115
H  0.592  -3.860  0.819  0.064
H  0.954  -2.763  2.162  0.088

---

Which value of spin multiplicity does entry 2 give? 1